Record 1
Below is a molecular structure, C40H30CuF12N8O20S4 at a distorted geometry, with properties calculated with ωB97M-V/def2-TZVPD.

The value obtained for the energy above the lowest of the compared OMol25 structures with the same formula, charge and spin is 1049.5 kJ/mol. The value obtained for the HOMO energy (spin up / spin down) is -8.63 / -8.63 eV. The total energy comes out at -7915.659841 Ha. The expectation value of S² is 0.7585. For the lowest unoccupied orbital energy (spin up / spin down), the calculation gives -4.59 / -6.89 eV. As for the HOMO-LUMO gap (spin up / spin down): 4.05 / 1.74 eV. Its multiplicity is 2. Its total charge is 0.

Each line ends with the Mulliken spin population.
Geometry (Å):
Cu1 1.00113 1.16092 -2.71171  -0.001
C1 -0.93899 2.42983 -8.02422  0.000
F1 -1.77758 1.67383 -7.22814  0.000
F2 0.15430 1.74980 -8.34539  0.000
F3 -1.50966 2.82140 -9.16480  0.000
S1 -0.54096 3.98283 -6.95261  0.000
O1 -0.41970 5.15796 -7.82148  0.000
O2 -1.61667 4.16807 -6.01154  0.000
N1 0.87596 3.41277 -6.06655  0.000
S2 1.97410 4.15582 -6.85303  0.000
O3 2.01934 3.70785 -8.24370  0.000
O4 2.24035 5.56944 -6.66106  0.000
C2 3.46024 3.26111 -5.97911  0.000
F4 4.67904 3.70354 -6.39522  0.000
F5 3.31039 3.39178 -4.66445  0.000
F6 3.47208 1.93715 -6.27785  0.000
C3 2.57571 0.31834 3.21103  0.023
F7 1.53352 -0.37837 2.71408  0.003
F8 2.08831 1.48863 3.41209  0.008
F9 2.97351 -0.18323 4.45813  0.009
S3 3.99367 0.41877 1.90122  -0.003
O5 4.00365 1.82443 1.55166  0.003
O6 5.19458 -0.07590 2.53387  -0.006
N2 3.36555 -0.52807 0.56627  0.749
S4 3.79331 -2.02458 0.90962  -0.041
O7 3.56606 -2.52132 2.26171  0.096
O8 3.28729 -2.81987 -0.21800  0.112
C4 5.69593 -2.11469 0.46962  0.026
F10 6.43928 -2.14941 1.59304  0.009
F11 5.90048 -3.22493 -0.24030  0.013
F12 6.04156 -1.10885 -0.32917  0.002
C5 -3.71606 0.83109 9.62055  0.000
C6 -3.46483 1.77961 8.63644  0.000
C7 -4.32229 1.87395 7.57644  0.000
C8 -5.50873 1.09616 7.52916  0.000
C9 -5.79281 0.18315 8.56915  0.000
C10 -4.92531 0.09496 9.67383  0.000
N3 -6.50868 1.32798 6.45866  0.000
O9 -6.60209 2.40979 5.93276  0.000
O10 -7.15742 0.37933 6.15545  0.000
H1 -3.03765 0.66609 10.44452  0.000
H2 -2.59060 2.41245 8.67678  0.000
H3 -4.20689 2.51539 6.71525  0.000
H4 -6.70395 -0.39399 8.62527  0.000
H5 -5.15164 -0.59874 10.47004  0.000
C11 3.25735 -7.70936 -8.79481  0.000
C12 3.92280 -6.65282 -8.22551  0.000
C13 3.18956 -5.59745 -7.65962  0.000
C14 1.76809 -5.73674 -7.60209  0.000
C15 1.10165 -6.89256 -8.10268  0.000
C16 1.90326 -7.76444 -8.81319  0.000
N4 0.98690 -4.67252 -6.87776  0.000
O11 1.60463 -3.69474 -6.32558  0.000
O12 -0.22581 -4.83970 -6.74628  0.000
H6 3.79653 -8.54046 -9.22487  0.000
H7 5.00064 -6.71928 -8.24077  0.000
H8 3.68159 -4.82718 -7.08430  0.000
H9 0.03656 -6.98363 -7.94874  0.000
H10 1.50287 -8.62310 -9.33164  0.000
C17 -8.68330 -3.13824 -2.55878  0.000
C18 -7.96578 -4.08246 -1.77669  0.000
C19 -6.60234 -3.91303 -1.50080  0.000
C20 -5.94890 -2.78503 -1.98074  0.000
C21 -6.64188 -1.85313 -2.75551  0.000
C22 -8.02930 -2.01159 -3.05193  0.000
N5 -4.49563 -2.61096 -1.64260  0.000
O13 -3.98537 -1.59170 -2.00597  0.000
O14 -3.91681 -3.53740 -1.06392  0.000
H11 -9.70661 -3.34370 -2.83630  0.000
H12 -8.36573 -4.96650 -1.30245  0.000
H13 -6.20388 -4.71855 -0.90184  0.000
H14 -6.16508 -0.96220 -3.13672  0.000
H15 -8.56650 -1.28620 -3.64491  0.000
C23 12.40302 4.07796 1.15921  0.000
C24 11.14910 4.47241 0.82620  0.000
C25 10.97177 5.28707 -0.30651  0.000
C26 12.02517 5.62412 -1.16684  0.000
C27 13.33325 5.11318 -0.82597  0.000
C28 13.47760 4.33516 0.28343  0.000
N6 11.71689 6.31388 -2.41650  0.000
O15 12.57349 6.39226 -3.30516  0.000
O16 10.62949 6.89667 -2.48357  0.000
H16 12.70581 3.57154 2.06378  0.000
H17 10.28780 4.17959 1.40826  0.000
H18 9.94444 5.54385 -0.51884  0.000
H19 14.15818 5.30726 -1.49545  0.000
H20 14.42899 4.00303 0.67196  0.000
C29 -2.26311 9.18822 3.99574  0.000
C30 -1.04935 8.64877 3.51816  0.000
C31 -1.07588 7.49559 2.70637  0.000
C32 -2.20523 6.88187 2.27920  0.000
C33 -3.43674 7.44455 2.79913  0.000
C34 -3.46322 8.55154 3.66819  0.000
N7 -2.27673 5.63091 1.53439  0.000
O17 -1.35572 5.28342 0.75921  0.000
O18 -3.21658 4.82307 1.73314  0.000
H21 -2.20873 10.10397 4.56569  0.000
H22 -0.12673 9.15985 3.75045  0.000
H23 -0.16168 7.07998 2.30900  0.000
H24 -4.32064 6.95001 2.42421  0.000
H25 -4.36297 8.93578 4.12561  0.000
C35 -3.97604 -6.87547 5.56053  0.000
C36 -4.53521 -8.08841 5.97474  0.000
C37 -5.88347 -8.37610 5.75407  0.000
C38 -6.73852 -7.34831 5.36945  0.000
C39 -6.16050 -6.11592 4.96891  0.000
C40 -4.81031 -5.96496 4.98035  0.000
N8 -8.15727 -7.63460 5.05318  0.000
O19 -8.88403 -6.67204 5.10361  0.000
O20 -8.46006 -8.73369 4.80531  0.000
H26 -2.91358 -6.69363 5.62783  0.000
H27 -3.80717 -8.78937 6.35555  0.000
H28 -6.34582 -9.32375 5.98772  0.000
H29 -6.64649 -5.38806 4.33611  0.000
H30 -4.36008 -5.01872 4.71896  0.000



Record 2
Below is a molecular structure, C29H21N6PS12V, with properties calculated with ωB97M-V/def2-TZVPD.

The value obtained for the energy above the lowest of the compared OMol25 structures with the same formula, charge and spin is 195.5 kJ/mol. The value obtained for the HOMO energy (spin up / spin down) is -1.53 / -1.52 eV. The total energy comes out at -7510.082652 Ha. The expectation value of S² is 3.7642. For the lowest unoccupied orbital energy (spin up / spin down), the calculation gives 3.42 / 3.42 eV. As for the HOMO-LUMO gap (spin up / spin down): 4.95 / 4.94 eV. Its multiplicity is 4. Its total charge is -2.

Each line ends with the Mulliken spin population.
Geometry (Å):
V1 0.16155 -0.54484 -0.26222  2.897
N1 -2.59099 0.72158 -1.42672  0.021
P1 -1.89604 2.49553 0.63078  0.010
C1 -1.32429 3.12888 2.24973  0.005
C2 -1.50922 2.12080 3.33083  0.001
C3 -0.99300 2.42857 4.73990  0.001
C4 -0.30056 3.75333 4.84751  0.000
C5 -0.17608 4.59485 3.81983  0.001
C6 -0.66775 4.26655 2.47279  0.001
C7 -3.70784 2.70524 0.95672  -0.001
C8 -4.16549 3.96452 1.34135  0.001
C9 -5.52056 4.20845 1.51639  0.000
C10 -6.44265 3.19363 1.30398  0.000
C11 -5.99664 1.93766 0.91524  0.000
C12 -4.64146 1.69377 0.74000  0.000
C13 -1.61060 1.23435 -2.15012  -0.007
C14 -1.80612 2.08444 -3.29265  -0.009
C15 -0.74598 2.64776 -3.93715  0.004
C16 0.56345 2.40144 -3.48566  0.001
C17 0.69903 1.56720 -2.40457  0.071
N2 -0.31967 0.97457 -1.75983  -0.105
H1 -3.47911 1.01982 -1.82308  0.000
H2 -2.56712 1.84824 3.37953  0.000
H3 -1.81521 2.40949 5.45862  -0.001
H4 0.11788 3.98911 5.81929  0.000
H5 0.34469 5.53594 3.95426  0.000
H6 -0.45675 4.95131 1.65751  0.000
H7 -3.45112 4.76034 1.52106  0.000
H8 -5.85401 5.19213 1.82523  0.000
H9 -7.50084 3.37906 1.44427  0.000
H10 -6.70797 1.13699 0.75003  0.000
H11 -4.29706 0.71478 0.43328  0.003
H12 -2.82366 2.27314 -3.61602  0.000
H13 -0.91597 3.29126 -4.79470  0.000
H14 1.43492 2.82951 -3.95878  0.000
H15 1.68493 1.33084 -2.02180  0.018
N3 -1.02914 -1.46720 -3.46611  0.012
C18 -1.57175 -2.12363 -2.42035  0.016
N4 -1.12095 -2.02558 -1.20298  -0.059
C19 -1.78791 -2.86094 -0.33190  0.036
C20 -2.82196 -3.54528 -0.86804  -0.001
S1 -2.94810 -3.17555 -2.55785  0.001
C21 -1.17306 -2.98336 0.99348  0.014
C22 -1.53972 -3.78129 2.01789  -0.006
S2 -0.35031 -3.70243 3.27264  0.000
C23 0.56857 -2.56142 2.31933  -0.014
N5 -0.00569 -2.26042 1.17664  0.010
N6 1.73328 -2.06442 2.72115  0.020
H16 -0.08584 -1.12000 -3.28871  -0.001
H17 -1.21093 -1.81536 -4.38993  0.000
H18 -3.46550 -4.27074 -0.40205  0.000
H19 -2.40826 -4.41155 2.09944  0.001
H20 2.07343 -2.25890 3.64522  -0.002
H21 2.40004 -1.67853 2.02841  0.006
S3 0.26625 1.02602 6.85685  0.000
C24 -0.09455 1.21847 5.14665  0.001
S4 -0.94434 -0.21630 4.30993  0.002
C25 -0.80970 0.82647 2.81967  0.020
C26 0.69387 1.05894 2.62910  0.036
S5 1.53696 0.97237 1.21969  -0.049
S6 1.45119 1.37237 4.12779  0.022
S7 -1.66879 0.41749 1.27129  0.024
S8 6.39348 1.56127 -3.66483  0.001
C27 5.40439 0.66129 -2.65778  0.001
S9 3.89350 0.01476 -3.12501  0.000
C28 3.42242 -0.74436 -1.61493  0.016
C29 4.32992 -0.65282 -0.60486  -0.003
S10 4.34913 -1.34216 0.97765  -0.005
S11 5.76812 0.27388 -1.03111  0.000
S12 1.91611 -1.64372 -1.64892  -0.013



Record 3
Below is a molecular structure, C3H3Br2NO4 at a distorted geometry, with properties calculated with ωB97M-V/def2-TZVPD.

The value obtained for the energy above the lowest of the compared OMol25 structures with the same formula, charge and spin is 82.6 kJ/mol. The value obtained for the HOMO energy (spin up / spin down) is -9.34 / -9.34 eV. The total energy comes out at -5619.652456 Ha. For the lowest unoccupied orbital energy (spin up / spin down), the calculation gives -0.17 / -0.17 eV. As for the HOMO-LUMO gap (spin up / spin down): 9.17 / 9.17 eV. Its multiplicity is 1. Its total charge is 0.

Each line ends with the natural charge from an NBO analysis.
Geometry (Å):
C1 0.51612 -1.67879 1.14178  0.647
C2 -0.52751 1.53164 -0.87772  0.286
C3 -2.48110 -0.41020 0.16148  -0.024
N1 -1.58102 -0.50270 1.03158  0.236
O1 1.20276 -0.73078 1.18211  -0.505
O2 -0.82717 -1.75164 1.00982  -0.395
O3 -1.08842 0.37073 1.77019  -0.450
O4 -1.37026 0.92336 -1.50663  -0.529
Br1 -3.85725 0.90232 0.38439  0.156
Br2 -3.06664 -1.83847 -0.78434  0.202
H1 0.68570 -2.74156 1.02897  0.134
H2 0.59361 1.55501 -0.88031  0.135
H3 -0.82806 2.41898 -0.33213  0.107